No. 1
Entry from OMol25: a single C6H10 molecule (the ωB97M-V functional and the def2-TZVPD basis).

Results
- ΔE to the lowest compared entry with this formula, charge and spin: 138.88 kJ/mol
- LUMO: 1.16 eV
- SMILES: C#CCCCC

XYZ file:
```
16
C6H10 the ωB97M-V functional and the def2-TZVPD basis
C -0.0192 0.7626 -0.0010
C -0.9602 -0.3691 -0.3873
C 2.2301 -0.3389 0.1146
C 2.8990 -1.1269 0.7304
C -2.3099 -0.2735 0.3192
C 1.3923 0.6298 -0.5888
H 3.5497 -1.7386 1.3099
H 0.0422 0.8310 1.0900
H 1.3500 0.3404 -1.6419
H -0.4834 -1.3292 -0.1619
H -3.0165 -1.0216 -0.0509
H 1.8860 1.6046 -0.5673
H -2.1999 -0.4170 1.3995
H -1.1028 -0.3414 -1.4742
H -2.7760 0.7066 0.1693
H -0.4497 1.7069 -0.3465
```

=====

No. 2
Entry from OMol25: a single C6H10 molecule (the ωB97M-V functional and the def2-TZVPD basis).

Results
- ΔE to the lowest compared entry with this formula, charge and spin: 142.49 kJ/mol
- LUMO: 1.14 eV
- SMILES: C=CC1(C)CC1

XYZ file:
```
16
C6H10 the ωB97M-V functional and the def2-TZVPD basis
C 1.7158 0.1654 0.5493
C -0.2879 1.0690 -0.7288
C 0.2788 -0.0843 0.0424
C 0.0563 -1.5289 -0.3507
C -0.7837 -0.9384 0.7266
C -1.5306 1.5329 -0.6030
H -1.8072 -0.7502 0.4103
H 2.0295 1.1994 0.3603
H -2.2329 1.0924 0.1011
H -0.3748 -1.8035 -1.3085
H -1.8976 2.3706 -1.1886
H -0.7198 -1.2476 1.7648
H 2.4165 -0.4666 -0.0147
H 0.4078 1.6095 -1.3723
H 0.8573 -2.1751 -0.0026
H 1.8725 -0.0447 1.6144
```

=====

No. 3
Entry from OMol25: a single C6H10 molecule at a distorted geometry (the ωB97M-V functional and the def2-TZVPD basis).

Results
- ΔE to the lowest compared entry with this formula, charge and spin: 198.33 kJ/mol
- LUMO: 1.18 eV
- SMILES: C[C@H]1C=CCC1

XYZ file:
```
16
C6H10 the ωB97M-V functional and the def2-TZVPD basis
C -1.6195 -0.7296 -0.0019
C -0.1457 -1.1080 0.2131
C 2.0828 0.2368 0.1249
C 0.5693 0.2434 0.3343
C -0.2960 1.1676 -0.4406
C -1.5226 0.6420 -0.6416
H -2.1476 -0.6769 0.9662
H -0.1320 1.0557 1.1152
H 2.5068 1.2443 0.1583
H 0.2178 -1.6205 -0.6966
H -2.3997 1.2234 -0.8961
H 0.0154 -1.7957 1.0503
H 0.0826 2.1560 -0.6941
H 2.5941 -0.3798 0.8722
H -2.1575 -1.4685 -0.6037
H 2.3521 -0.1903 -0.8602
```

=====

No. 4
Entry from OMol25: a single C6H10 molecule at a distorted geometry (the ωB97M-V functional and the def2-TZVPD basis).

Results
- ΔE to the lowest compared entry with this formula, charge and spin: 122.40 kJ/mol
- LUMO: 1.08 eV
- SMILES: C=C/C=C/CC

XYZ file:
```
16
C6H10 the ωB97M-V functional and the def2-TZVPD basis
C -0.4681 -0.2097 -0.2213
C -0.4503 0.2331 -1.6350
C 0.8255 0.8269 3.1422
C 0.2965 0.2668 0.7713
C -0.2367 -0.9293 -2.6191
C 0.1809 0.0297 2.2456
H 0.2095 1.0710 -1.7440
H 1.0917 0.9784 0.5437
H -0.4253 -0.5457 -3.6274
H 1.6742 1.5125 2.9238
H -0.6201 -0.6378 2.6629
H -1.4527 0.7031 -1.9359
H -1.2344 -0.9680 0.0725
H -0.8921 -1.8093 -2.2674
H 0.8251 -1.2821 -2.5406
H 0.6763 0.7605 4.2289
```

=====

No. 5
Entry from OMol25: a single C6H10 molecule (the ωB97M-V functional and the def2-TZVPD basis).

Results
- ΔE to the lowest compared entry with this formula, charge and spin: 154.31 kJ/mol
- LUMO: 1.20 eV
- SMILES: C=C[C@H]1C[C@@H]1C

XYZ file:
```
16
C6H10 the ωB97M-V functional and the def2-TZVPD basis
C -0.2809 1.2161 1.2103
C -1.0252 -1.8797 -0.3626
C -0.7472 0.5404 -0.0640
C 0.6378 0.2987 0.4594
C 1.7819 0.4742 -0.5024
C -1.5675 -0.6635 -0.3617
H -0.6178 0.8633 2.1815
H -2.5777 -0.5221 -0.7411
H -0.1606 2.2943 1.1569
H 1.6487 -0.3104 -1.2595
H 2.7665 0.3242 -0.0545
H 1.7612 1.4305 -1.0302
H 0.0122 -2.0202 -0.0757
H -1.5563 -2.7768 -0.6528
H 0.7158 -0.6381 1.0056
H -0.8147 1.2827 -0.8609
```

=====

No. 6
Entry from OMol25: a single C6H10 molecule at a distorted geometry (the ωB97M-V functional and the def2-TZVPD basis).

Results
- ΔE to the lowest compared entry with this formula, charge and spin: 162.39 kJ/mol
- LUMO: 1.17 eV
- SMILES: C[C@@]12CC[C@@H]1C2

XYZ file:
```
16
C6H10 the ωB97M-V functional and the def2-TZVPD basis
C -0.3940 -0.2462 0.0646
C -1.8410 -0.6072 0.2998
C 1.2806 1.0750 -0.3613
C 0.7471 0.3661 0.8828
C 0.7416 -1.1055 0.5803
C 0.0446 0.5868 -1.1348
H 0.9723 1.0158 1.7063
H 2.2640 0.6994 -0.6575
H 0.4250 -1.8713 1.2933
H 1.3462 2.1671 -0.2668
H -0.6629 1.4118 -1.2704
H 1.5346 -1.4528 -0.0829
H -2.0061 -1.1160 1.2556
H -2.4807 0.2821 0.2698
H 0.2187 0.0793 -2.0840
H -2.1900 -1.2842 -0.4949
```

=====

No. 7
Entry from OMol25: a single C6H10 molecule at a distorted geometry (the ωB97M-V functional and the def2-TZVPD basis).

Results
- ΔE to the lowest compared entry with this formula, charge and spin: 749.13 kJ/mol
- LUMO: -1.16 eV

XYZ file:
```
16
C6H10 the ωB97M-V functional and the def2-TZVPD basis
C -0.9827 0.2685 1.7630
C -0.3962 -1.2183 -2.1233
C 0.2430 -1.1396 -0.7648
C 0.4908 0.2081 -0.3347
C 1.1747 1.0915 1.0800
C -0.1916 1.0696 0.6901
H -0.9826 0.7708 2.7063
H 1.0136 0.8382 -1.0927
H -1.5148 -1.2213 -1.9907
H 0.6954 -1.9753 -0.3027
H -0.2776 -0.4286 -2.8664
H -0.6073 2.0418 0.4030
H -0.1189 -2.1737 -2.6606
H 2.1937 1.1765 0.6985
H -1.9699 -0.0871 1.3224
H -0.4597 -0.6204 1.9214
```

=====

No. 8
Entry from OMol25: a single C6H10 molecule at a distorted geometry (the ωB97M-V functional and the def2-TZVPD basis).

Results
- ΔE to the lowest compared entry with this formula, charge and spin: 113.62 kJ/mol
- LUMO: 1.24 eV
- SMILES: C1C[C@@H]2C[C@@H]2C1

XYZ file:
```
16
C6H10 the ωB97M-V functional and the def2-TZVPD basis
C 0.8704 0.7533 -0.3784
C 1.3697 -0.1215 0.7041
C -1.3408 0.0936 0.4290
C -0.8098 -1.1421 -0.1811
C -0.5619 1.2488 -0.2309
C 0.6707 -0.7948 -0.4976
H 2.4413 -0.1317 0.8943
H 1.1666 -1.6443 -1.0947
H -0.6163 2.1786 0.3365
H 1.6489 1.2890 -1.0224
H -1.2521 -1.4713 -1.0778
H -2.3810 0.2385 0.3328
H -0.7715 -1.9596 0.4785
H 0.8568 -0.1706 1.7428
H -1.0232 1.3379 -1.1933
H -1.2596 0.1099 1.5326
```

=====

No. 9
Entry from OMol25: a single C6H10 molecule (the ωB97M-V functional and the def2-TZVPD basis).

Results
- ΔE to the lowest compared entry with this formula, charge and spin: 123.21 kJ/mol
- LUMO: 1.07 eV
- SMILES: CCC#CCC

XYZ file:
```
16
C6H10 the ωB97M-V functional and the def2-TZVPD basis
C 2.7848 0.2092 0.2977
C 0.4725 -0.7283 0.1233
C 1.8703 -0.8806 -0.3016
C -2.5370 0.9010 -0.4827
C -0.7036 -0.5476 0.3051
C -2.1208 -0.2245 0.4717
H 3.8388 -0.0023 0.0857
H 2.6706 0.2666 1.3858
H -3.5930 1.1466 -0.3414
H -2.3001 0.0761 1.5099
H -2.3826 0.6042 -1.5251
H 1.8758 -0.8309 -1.3859
H -2.7283 -1.1181 0.2867
H 2.5468 1.1972 -0.1095
H 2.2462 -1.8693 -0.0191
H -1.9405 1.8008 -0.3005
```

=====

No. 10
Entry from OMol25: a single C6H10 molecule (the ωB97M-V functional and the def2-TZVPD basis).

Results
- ΔE to the lowest compared entry with this formula, charge and spin: 43.10 kJ/mol
- LUMO: 1.25 eV
- SMILES: C1C[C@@H]2C[C@@H]2C1

XYZ file:
```
16
C6H10 the ωB97M-V functional and the def2-TZVPD basis
C 0.5926 -0.4730 -1.4517
C -0.7578 -0.5098 -0.7932
C 0.4746 1.2150 0.4817
C -0.7842 -0.9357 0.6666
C 0.2321 -0.0180 1.4066
C -0.0019 0.7879 -0.8885
H -0.0897 2.0814 0.8498
H -0.1844 0.2817 2.3746
H 1.1502 -0.5709 1.6353
H -1.8013 -0.8127 1.0591
H 1.4456 -0.9494 -0.9673
H -0.5357 -1.9968 0.7992
H -1.6310 -0.7217 -1.4056
H -0.2187 1.5905 -1.5858
H 1.5044 1.5673 0.3548
H 0.6052 -0.5359 -2.5356
```

=====

no.,gap between HOMO and LUMO (eV),HOMO (eV)
1,11.1,-9.910
2,10.3,-9.119
3,9.1,-7.941
4,9.7,-8.580
5,10.4,-9.156
6,10.6,-9.452
7,5.2,-6.333
8,10.7,-9.487
9,10.4,-9.348
10,11.1,-9.825